Entry 1:
The following is a DFT calculation (ωB97M-V/def2-TZVPD) of the molecule C5H11NOS in a non-equilibrium geometry.

Structure (XYZ):
```
19
Properties=species:S:1:pos:R:3:forces:R:3:lowdin_charge:R:1
C 3.0500 1.0488 0.2187 -1.891 -2.830 -0.575 -0.27
S 1.9524 -0.1839 -0.2779 1.329 -1.977 1.802 0.88
O 1.8492 -1.5112 0.6686 0.558 5.020 -3.101 -0.46
N 0.3125 0.3663 -0.7568 1.381 -0.260 1.987 -0.27
C -0.3016 0.9170 0.4837 -0.364 1.925 -0.347 -0.23
C -1.1046 -0.2395 1.2065 0.467 3.382 0.515 -0.18
C -1.5590 -0.9912 0.0201 2.322 -3.352 -0.562 -0.17
C -0.3924 -0.8944 -1.0002 0.083 0.749 -0.496 -0.26
H 3.1827 1.9236 -0.3748 -0.263 0.234 -0.572 -0.01
H 3.1971 1.0836 1.2822 0.023 -0.317 0.161 0.00
H 2.2093 -0.6743 -1.6526 -0.164 0.830 1.996 0.11
H -0.8802 1.8734 0.1633 0.623 -1.748 0.714 0.14
H 0.5365 1.2437 1.1096 -0.350 0.393 0.104 0.08
H -1.9023 0.2765 1.8222 0.678 -0.972 -0.656 0.13
H -0.3305 -0.5962 1.8536 -0.051 -1.234 0.382 0.09
H -1.6217 -2.1261 0.0693 -1.042 1.430 0.569 0.14
H -2.3877 -0.4475 -0.3270 -1.405 -0.026 -0.943 0.10
H 0.4163 -1.6336 -0.9918 -1.139 -0.886 0.253 0.07
H -0.7350 -0.8040 -1.9941 -0.796 -0.361 -1.231 0.10
```
Forces are in eV/Å.

As for the energy above the lowest of the compared OMol25 structures with the same formula, charge and spin: 146.2 kcal/mol. Its charge is 0. As for the HOMO energy: -0.3084 Ha. Its gap between HOMO and LUMO is 0.3232 Ha. The energy is -725.09192 Eh. As for the structure (SMILES): C=[S@@H](=O)N1CCCC1. The molar mass comes out at 133.2 g mol⁻¹.



Entry 2:
The following is a DFT calculation (ωB97M-V/def2-TZVPD) of a 2-piece molecular cluster, C3H6N2 overall in a non-equilibrium geometry.

Structure (XYZ):
```
11
Properties=species:S:1:pos:R:3:forces:R:3:lowdin_charge:R:1
C 1.3714 0.4759 -0.0129 -0.551 0.847 0.943 -0.20
C 0.8177 1.5321 0.1769 1.597 -2.117 -0.603 0.06
C 1.5638 -0.9621 0.0767 3.887 -0.022 -1.374 -0.14
N -2.2118 0.2359 -0.2042 -9.693 8.709 -2.079 -0.13
N -1.3480 -0.5031 -0.0198 9.554 -8.965 2.264 0.02
H 0.7419 -1.3091 0.5628 -2.180 -1.279 1.508 0.00
H 1.5848 -1.3921 -0.9081 -0.289 -0.227 -0.653 0.06
H 2.5314 -1.3916 0.5081 -1.203 1.187 -0.104 0.10
H -3.0146 0.2926 0.4354 0.048 0.051 -0.428 0.12
H -2.2924 0.7008 -1.1155 -0.345 0.033 0.253 0.12
H 0.2558 2.3206 0.5006 -0.824 1.783 0.271 -0.01
```
Forces are in eV/Å.

As for the energy above the lowest of the compared OMol25 structures with the same formula, charge and spin: 44.3 kcal/mol. Its charge is 0. As for the HOMO energy (alpha / beta): -0.2348 / -0.3512 Ha. Its gap between HOMO and LUMO (alpha / beta) is 0.2723 / 0.3595 Ha. The energy is -227.16798 Eh. Its spin multiplicity is 3. The molar mass comes out at 70.1 g mol⁻¹.



Entry 3:
The following is a DFT calculation (ωB97M-V/def2-TZVPD) of an isolated ion of composition C4H9O2 and charge -1.

Structure (XYZ):
```
15
Properties=species:S:1:pos:R:3:forces:R:3:lowdin_charge:R:1
O 2.1194 0.3801 0.6523 -0.086 -0.085 -0.044 -0.37
C 0.9346 0.9870 0.8400 0.220 -0.786 0.080 -0.56
C -0.1892 0.0108 1.3435 0.515 0.321 -0.728 -0.23
C -0.5856 -0.9589 0.2372 -0.462 -0.445 -0.147 -0.23
C -1.3922 -0.3135 -0.8978 0.360 -0.260 -0.448 -0.27
O -0.6794 -0.3057 -2.1567 0.243 0.146 0.404 -0.12
H 0.5386 1.4080 -0.1225 -0.220 0.531 0.136 0.07
H 0.9665 1.8009 1.6079 -0.127 0.271 -0.184 0.07
H 0.2767 -0.5492 2.1510 -0.181 0.028 0.369 0.09
H -1.0694 0.5904 1.6730 0.090 -0.245 0.154 0.09
H 0.2869 -1.4250 -0.2255 0.333 0.291 0.170 0.10
H -1.1293 -1.8227 0.6387 -0.237 0.117 0.073 0.09
H -1.6474 0.7119 -0.6413 -0.113 0.206 0.124 0.09
H -2.3162 -0.8558 -1.1166 0.027 0.015 0.073 0.10
H 0.2261 -0.0156 -1.9466 -0.363 -0.104 -0.031 0.08
```
Forces are in eV/Å.

As for the energy above the lowest of the compared OMol25 structures with the same formula, charge and spin: 52.6 kcal/mol. Its charge is -1. As for the HOMO energy: -0.0865 Ha. Its gap between HOMO and LUMO is 0.2372 Ha. The energy is -308.26103 Eh. As for the structure (SMILES): [O-]CCCCO. The molar mass comes out at 89.1 g mol⁻¹.



Entry 4:
The following is a DFT calculation (ωB97M-V/def2-TZVPD) of C10H9NO2 as an isolated structure in a non-equilibrium geometry.

Structure (XYZ):
```
22
Properties=species:S:1:pos:R:3:forces:R:3:lowdin_charge:R:1
C 2.5722 -0.0226 0.3023 3.519 -1.067 -0.821 -0.14
C 2.1585 -0.1534 -1.0013 -1.701 -1.445 -1.280 -0.09
C 2.0178 0.8376 1.2032 0.778 -1.293 1.153 -0.11
C 0.9266 0.3939 -1.3261 -0.023 1.262 0.687 -0.06
C 0.7710 1.2347 0.9298 -3.184 3.820 1.445 -0.11
C 0.1778 1.0648 -0.3234 0.050 -0.712 -1.107 -0.27
C -2.8416 0.5155 0.2966 0.057 1.268 1.166 -0.20
C -1.0248 1.7497 -0.7698 3.450 1.903 -1.378 -0.06
C -2.5673 -0.7103 -0.4476 -2.599 -5.306 -2.762 -0.06
C -1.4173 -0.7529 0.4148 0.729 -0.748 1.572 -0.49
N -1.8659 0.1098 1.2600 0.197 1.238 1.259 0.17
O -2.2146 1.7450 -0.5737 -2.685 -1.381 1.135 0.05
O -0.3651 -1.5313 0.4795 0.341 0.044 1.012 0.14
H 3.5283 -0.4894 0.5330 -0.069 0.056 0.193 0.10
H 2.5604 -0.8622 -1.7873 0.211 1.105 1.315 0.13
H 2.5033 0.9747 2.1732 -0.294 0.203 -0.349 0.12
H 0.5840 0.4721 -2.3357 -0.232 -0.338 -0.481 0.11
H 0.2180 1.9448 1.6548 0.887 -1.474 -1.067 0.15
H -3.7965 0.9030 0.6178 -0.129 -0.007 -0.102 0.14
H -3.2775 -1.6365 -0.0826 1.454 2.285 -0.805 0.19
H -2.4967 -0.9038 -1.5335 -0.049 0.859 0.290 0.13
H 0.2014 -1.2388 1.2529 -0.710 -0.272 -1.076 0.16
```
Forces are in eV/Å.

As for the energy above the lowest of the compared OMol25 structures with the same formula, charge and spin: 145.1 kcal/mol. Its charge is 0. As for the HOMO energy (alpha / beta): -0.2511 / -0.2510 Ha. Its gap between HOMO and LUMO (alpha / beta) is 0.2727 / 0.2727 Ha. The energy is -591.47730 Eh. The molar mass comes out at 175.2 g mol⁻¹.



Entry 5:
The following is a DFT calculation (ωB97M-V/def2-TZVPD) of an isolated ion of composition C6H11O4 and charge -1 in a non-equilibrium geometry.

Structure (XYZ):
```
21
Properties=species:S:1:pos:R:3:forces:R:3:lowdin_charge:R:1
C 2.1819 -0.9062 0.1016 -0.037 0.000 0.148 -0.07
C 1.9469 0.3392 -0.7327 0.023 0.168 -0.193 -0.29
O 0.5902 0.7029 -0.8961 0.025 -0.024 0.078 -0.16
C 0.0264 1.3736 0.2195 -0.094 -0.157 0.094 -0.21
C -1.4667 1.5586 -0.0005 -0.077 0.066 0.056 -0.22
O -2.3056 0.5119 0.4091 0.072 0.158 0.135 -0.14
C -2.0436 -0.7671 -0.1560 0.247 0.153 -0.512 -0.15
C -1.2044 -1.7598 0.6925 -1.314 -0.228 0.098 -0.75
O -0.8284 -1.3783 1.8111 0.669 0.131 0.204 -0.05
O -1.1587 -2.8923 0.1602 0.526 0.041 -0.056 -0.09
H 2.0437 -0.7235 1.1671 -0.075 0.009 -0.009 0.07
H 1.4845 -1.6960 -0.1756 0.011 -0.050 -0.060 0.08
H 3.2102 -1.2499 -0.0534 -0.067 -0.015 0.005 0.07
H 2.5117 1.1892 -0.3150 -0.034 -0.004 -0.034 0.11
H 2.3085 0.1826 -1.7530 0.048 -0.048 0.046 0.11
H 0.1610 0.8040 1.1440 0.052 -0.053 -0.003 0.12
H 0.5025 2.3643 0.3159 -0.020 -0.040 0.019 0.12
H -1.7849 2.4227 0.5920 0.010 -0.002 -0.053 0.12
H -1.6305 1.8005 -1.0633 0.041 -0.031 -0.021 0.12
H -3.0172 -1.2246 -0.3518 0.098 -0.059 0.103 0.11
H -1.5276 -0.6519 -1.1155 -0.106 -0.014 -0.046 0.11
```
Forces are in eV/Å.

As for the energy above the lowest of the compared OMol25 structures with the same formula, charge and spin: 9.9 kcal/mol. Its charge is -1. As for the HOMO energy: -0.1470 Ha. Its gap between HOMO and LUMO is 0.2814 Ha. The energy is -536.21120 Eh. As for the structure (SMILES): CCOCCOCC(=O)[O-]. The molar mass comes out at 147.2 g mol⁻¹.



Entry 6:
The following is a DFT calculation (ωB97M-V/def2-TZVPD) of a 2-piece molecular cluster, C4H10N2O3 overall in a non-equilibrium geometry.

Structure (XYZ):
```
19
Properties=species:S:1:pos:R:3:forces:R:3:lowdin_charge:R:1
C 1.4066 -0.0932 -1.5042 0.024 0.284 0.136 -0.11
N 1.2253 -0.0760 -0.0705 -2.496 1.968 0.990 0.01
C 0.1707 0.5695 0.4614 5.167 1.847 -1.564 -0.50
C -0.5756 1.6367 -0.3241 -0.828 -0.793 0.257 -0.02
N 0.3504 0.8907 1.8229 -0.834 -0.706 0.159 0.11
H 2.2392 -0.7540 -1.7465 -0.107 0.032 -0.006 0.08
H 0.5239 -0.4102 -2.0635 -0.042 -0.035 0.086 0.08
H 1.6639 0.9241 -1.8244 0.036 -0.056 -0.179 0.09
H 0.0634 2.5135 -0.4466 0.080 -0.168 0.109 0.09
H -0.8874 1.2722 -1.3016 0.012 0.039 0.063 0.07
H -1.4631 1.9307 0.2398 -0.017 0.120 -0.144 0.08
H 0.9768 0.2226 2.2627 0.039 0.163 -0.051 0.10
H -0.5258 0.8885 2.3365 0.024 0.100 -0.009 0.09
O -1.7231 -1.3813 1.5351 1.243 1.922 -1.076 0.11
C -0.9822 -1.2701 0.5727 0.797 -6.173 0.732 -0.59
O -1.4484 -1.3121 -0.7079 -0.034 0.741 0.327 0.09
O 0.2409 -2.1047 0.5267 -2.209 -0.832 0.058 -0.01
H -2.3883 -1.5455 -0.6215 0.174 0.392 -0.031 0.14
H 1.1328 -1.9014 0.8529 -1.028 1.154 0.143 0.09
```
Forces are in eV/Å.

As for the energy above the lowest of the compared OMol25 structures with the same formula, charge and spin: 78.6 kcal/mol. Its charge is 0. As for the HOMO energy (alpha / beta): -0.3272 / -0.3272 Ha. Its gap between HOMO and LUMO (alpha / beta) is 0.3047 / 0.3047 Ha. The energy is -493.55991 Eh. As for the structure (SMILES): C/N=C(\C)N.O=C(O)O. The molar mass comes out at 134.1 g mol⁻¹.



Entry 7:
The following is a DFT calculation (ωB97M-V/def2-TZVPD) of C30H57N4O4P2PdSe2Si as an isolated structure in a non-equilibrium geometry.

Structure (XYZ):
```
101
Properties=species:S:1:pos:R:3:forces:R:3:lowdin_charge:R:1
Pd -1.4520 0.5551 0.3598 -0.184 -0.040 -1.122 0.55
C -3.6574 2.3196 2.8949 0.143 -0.080 0.046 -0.33
Se -3.4419 2.1359 0.9761 0.456 0.634 -0.410 1.02
C -2.2313 3.7069 0.7730 -0.162 -0.207 0.223 -0.49
C -1.8620 4.0091 -0.6686 -0.108 -0.350 -0.231 -0.49
Se -1.2695 2.4240 -1.7121 -0.428 -0.075 0.507 0.98
C -2.9878 1.9382 -2.4937 -0.172 0.118 0.054 -0.38
H -2.7014 2.1491 3.3877 -0.026 0.038 0.008 0.02
H -4.3849 1.5775 3.2131 0.050 0.012 -0.051 0.02
H -4.0329 3.3181 3.1121 0.052 -0.025 -0.062 0.04
H -1.3340 3.4614 1.3537 -0.257 0.102 -0.032 0.04
H -2.7488 4.5631 1.2198 0.143 -0.117 -0.016 0.08
H -1.0192 4.7048 -0.6859 -0.139 -0.038 -0.049 0.06
H -2.6997 4.4471 -1.2116 0.091 0.022 -0.020 0.07
H -3.6891 1.6542 -1.7070 0.085 0.030 -0.215 -0.01
H -2.8173 1.0753 -3.1350 0.091 0.054 0.090 0.02
H -3.3687 2.7763 -3.0736 0.015 -0.010 -0.006 0.03
N -0.2591 1.1355 2.0402 -0.238 -0.074 -0.300 0.15
C 0.3299 0.2672 2.7965 0.799 -0.666 1.041 -0.43
C 0.8965 0.6428 4.0619 -0.078 0.296 -0.181 -0.02
C 1.3744 -0.3044 4.9285 0.119 0.034 0.161 -0.07
C 1.3056 -1.6614 4.6168 0.013 0.083 -0.027 -0.04
C 0.8235 -2.0570 3.3720 -0.045 -0.125 -0.075 -0.08
C 0.3843 -1.1325 2.4598 0.063 0.132 -0.433 -0.08
H 0.9120 1.6949 4.3124 0.033 0.019 0.047 0.12
H 1.8138 -0.0010 5.8675 -0.055 0.072 0.079 0.11
H 1.6452 -2.4000 5.3257 0.051 -0.056 0.063 0.12
H 0.8005 -3.1107 3.1250 0.020 0.015 -0.074 0.11
H 0.0866 -1.4155 1.4524 0.067 -0.042 0.206 0.08
O 0.7908 0.3919 -0.8123 -0.510 0.044 0.215 -0.38
P 2.2568 0.5806 -0.7523 1.336 -0.164 -0.034 0.56
N 2.6239 2.0243 0.0091 -0.206 -0.757 -0.257 -0.17
C 1.5709 3.0164 0.1765 -0.727 0.111 0.087 -0.24
C 2.2987 4.2940 0.5714 0.105 -0.107 -0.088 -0.16
C 3.6061 4.1583 -0.2059 -0.036 -0.024 0.032 -0.16
C 3.9242 2.6736 -0.0494 0.418 0.088 0.056 -0.19
N 3.1061 -0.5915 0.0586 -0.438 0.571 -0.335 -0.19
C 3.7702 -0.5108 1.3455 0.177 0.190 0.293 -0.19
C 4.4273 -1.8835 1.4686 -0.107 0.041 0.005 -0.15
C 3.3895 -2.8181 0.8454 0.123 0.104 -0.029 -0.15
C 2.7802 -1.9748 -0.2772 -0.070 -0.411 -0.459 -0.19
N 2.9158 0.4961 -2.2815 -0.411 0.071 0.874 -0.19
C 2.3050 1.2194 -3.3923 -0.407 0.169 -0.156 -0.20
C 3.3143 1.0866 -4.5336 0.057 0.103 0.120 -0.16
C 4.6510 0.9761 -3.7991 -0.120 -0.152 0.028 -0.16
C 4.2736 0.0927 -2.6118 0.446 -0.259 0.019 -0.22
H 0.8591 2.6517 0.9270 0.062 0.368 -0.263 0.06
H 1.0384 3.1729 -0.7769 0.074 0.030 0.266 0.05
H 2.4975 4.3076 1.6443 -0.006 0.016 0.036 0.12
H 1.7441 5.1929 0.3057 -0.049 -0.007 0.058 0.11
H 4.3961 4.7980 0.1741 0.116 0.055 -0.019 0.11
H 3.4367 4.3980 -1.2573 0.022 0.012 -0.033 0.12
H 4.4680 2.5072 0.8884 0.099 -0.017 -0.125 0.11
H 4.5153 2.2861 -0.8779 0.143 -0.014 -0.013 0.10
H 3.0614 -0.3435 2.1679 0.073 0.024 0.008 0.10
H 4.5000 0.2983 1.3424 -0.005 0.004 0.132 0.10
H 4.6645 -2.1431 2.4984 0.071 0.023 0.023 0.11
H 5.3436 -1.9021 0.8767 0.047 0.007 0.046 0.12
H 2.6317 -3.0842 1.5813 -0.012 -0.007 0.002 0.08
H 3.8351 -3.7361 0.4685 -0.053 -0.049 0.007 0.11
H 1.6974 -2.1111 -0.3648 0.040 -0.056 -0.019 0.10
H 3.2219 -2.2158 -1.2490 -0.064 -0.148 0.029 0.11
H 2.1560 2.2723 -3.1222 -0.032 0.044 -0.085 0.11
H 1.3274 0.7922 -3.6303 0.046 0.084 -0.053 0.11
H 3.2782 1.9289 -5.2210 -0.069 -0.020 -0.051 0.11
H 3.1252 0.1696 -5.0924 -0.014 -0.003 -0.045 0.12
H 4.9883 1.9589 -3.4616 -0.019 0.013 0.031 0.11
H 5.4349 0.5353 -4.4124 0.036 0.015 0.029 0.11
H 4.9355 0.1975 -1.7509 0.051 -0.038 -0.098 0.11
H 4.2831 -0.9610 -2.9218 0.111 0.047 0.051 0.11
C -2.4682 -0.8001 4.6088 0.060 0.279 0.207 -0.12
O -2.7604 -1.6244 3.5008 0.217 -0.069 -0.841 -0.30
P -2.6541 -1.1397 1.9299 -1.429 -0.249 0.240 0.77
O -2.9766 -2.5753 1.3150 -0.050 0.271 0.002 -0.31
C -1.9684 -3.5405 1.0731 0.217 -0.238 -0.192 -0.11
O -4.1061 -0.4541 1.6606 0.560 -0.182 0.277 -0.46
C -5.3060 -1.1616 1.9728 -0.324 -0.190 0.088 -0.09
H -2.0216 -1.4278 5.3797 -0.013 0.070 -0.020 0.09
H -3.3888 -0.3584 4.9951 0.019 0.016 0.027 0.09
H -1.7702 -0.0010 4.3500 -0.003 0.005 0.043 0.06
H -2.4878 -4.4444 0.7591 0.124 0.003 0.045 0.10
H -1.3981 -3.7383 1.9823 -0.002 -0.077 0.018 0.08
H -1.3142 -3.2072 0.2629 -0.025 -0.007 0.041 0.07
H -6.0950 -0.4185 2.0916 0.052 -0.061 -0.019 0.09
H -5.1815 -1.7261 2.8967 -0.090 0.002 0.002 0.09
H -5.5580 -1.8454 1.1637 0.015 0.043 -0.001 0.09
C -4.7576 -2.2565 -3.8432 0.643 -0.248 0.243 -0.18
Si -3.0353 -2.8136 -3.2486 0.127 0.104 -0.050 0.48
C -3.1099 -4.5863 -2.5577 0.003 0.668 -0.300 -0.19
C -1.7756 -2.6971 -4.6729 -0.513 -0.133 0.497 -0.18
C -2.4448 -1.6626 -1.9085 -0.292 -0.592 -0.775 -0.23
C -2.0071 -0.8717 -1.0982 0.014 0.889 0.964 -0.23
H -5.1613 -2.9672 -4.5586 -0.038 -0.153 -0.139 0.03
H -4.7217 -1.2865 -4.3302 0.088 0.175 -0.060 0.02
H -5.4584 -2.1870 -3.0170 -0.079 -0.008 0.191 0.02
H -3.3503 -5.2944 -3.3451 -0.056 -0.108 -0.174 0.03
H -3.8717 -4.6766 -1.7903 -0.173 0.040 0.163 0.02
H -2.1609 -4.8850 -2.1246 0.227 0.004 0.062 0.02
H -2.0543 -3.3626 -5.4842 -0.067 -0.144 -0.170 0.02
H -0.7798 -2.9745 -4.3411 0.150 -0.064 0.130 0.02
H -1.7191 -1.6900 -5.0754 -0.057 0.199 -0.004 0.02
```
Forces are in eV/Å.

As for the energy above the lowest of the compared OMol25 structures with the same formula, charge and spin: 39.8 kcal/mol. Its charge is +1. As for the HOMO energy (alpha / beta): -0.3675 / -0.3918 Ha. Its gap between HOMO and LUMO (alpha / beta) is 0.3054 / 0.2297 Ha. The energy is -7600.02020 Eh. Its spin multiplicity is 5. The molar mass comes out at 892.2 g mol⁻¹.